Record 1
C19H28CsNO9S | ωB97M-V/def2-TZVPD

Values from the calculation:
- Gap between HOMO and LUMO: 8.39 eV
- LUMO energy: 0.00217 Ha
- HOMO level: -0.306 Eh

```
! RIJCOSX wB97M-V def2-TZVPD def2/J DEFGRID3
* xyz 0 1
Cs 0.6457 -0.0100 -0.4192
C -3.6897 -1.1828 -2.1893
C -3.0446 -0.7801 -3.5057
O -1.9867 0.1442 -3.3483
C -2.4127 1.4780 -3.1139
C -1.6679 2.0365 -1.9264
O -2.0195 1.2157 -0.8156
C -1.8278 1.7645 0.4837
C -2.0671 0.6639 1.5344
O -0.8947 -0.1130 1.8318
C -1.0240 -1.5488 1.9010
C 0.3349 -2.2504 2.0939
O 1.1557 -2.3161 0.9278
C 1.5025 -3.5442 0.3220
C 0.8505 -3.6884 -1.0400
O -0.5440 -3.6566 -0.8619
C -1.2614 -3.6319 -2.0763
C -2.7038 -3.3103 -1.7705
O -2.8549 -1.9647 -1.3553
H -4.6236 -1.7216 -2.3986
H -3.9338 -0.2912 -1.6126
H -3.8162 -0.3720 -4.1712
H -2.6217 -1.6535 -4.0067
H -3.4880 1.5147 -2.9168
H -2.2070 2.0835 -4.0030
H -1.9430 3.0774 -1.7307
H -0.5900 2.0111 -2.1506
H -2.5575 2.5667 0.6468
H -0.8328 2.2208 0.5805
H -2.8737 0.0159 1.1789
H -2.3762 1.1374 2.4693
H -1.5088 -1.9308 0.9963
H -1.6422 -1.7930 2.7712
H 0.1292 -3.2743 2.4209
H 0.9097 -1.7416 2.8702
H 1.2153 -4.3759 0.9732
H 2.5889 -3.5659 0.2033
H 1.1833 -4.6400 -1.4808
H 1.1496 -2.8988 -1.7501
H -1.1898 -4.6037 -2.5838
H -0.8508 -2.8620 -2.7434
H -3.0510 -3.9627 -0.9639
H -3.3135 -3.5213 -2.6555
O 1.5257 3.2134 -0.2293
C 2.4410 2.6807 0.3988
N 2.8787 1.4164 0.1928
S 3.7656 0.8784 1.4148
O 5.0383 0.3371 1.0173
O 2.9449 0.0390 2.2673
C 3.9979 2.4603 2.1896
C 4.7955 2.8303 3.2525
C 4.7682 4.1674 3.6307
C 3.9571 5.0838 2.9634
C 3.1541 4.6867 1.9022
C 3.1939 3.3575 1.5190
H 5.4235 2.1112 3.7613
H 5.3862 4.5084 4.4514
H 3.9627 6.1189 3.2802
H 2.5197 5.3857 1.3731
*
```

Atomic partial charges in e from the Löwdin method, atoms 1 to 8: number 1, Cs, carries 1.5706; number 2, C, carries -0.1823; number 3, C, carries -0.1830; number 4, O, carries -0.1296; number 5, C, carries -0.1806; number 6, C, carries -0.2030; number 7, O, carries -0.2696; number 8, C, carries -0.2227

Record 2
C24H19Cl3GeIrN4O7S3 | ωB97M-V/def2-TZVPD

Values from the calculation:
- ⟨S²⟩: 6.03
- Gap between HOMO and LUMO (spin up / spin down): 7.55 / 4.90 eV
- LUMO energy (spin up / spin down): -0.11529 / -0.24409 Ha
- HOMO level (spin up / spin down): -0.393 / -0.424 Eh

```
! RIJCOSX wB97M-V def2-TZVPD def2/J DEFGRID3
* xyz 1 5
Ir -0.6081 -0.8710 0.5748
C -2.2333 -1.3016 3.8686
C -0.8434 -1.7245 3.5717
N -0.2264 -1.6273 2.4073
C 1.0434 -2.1235 2.5412
C 1.2132 -2.5347 3.8230
N 0.0181 -2.2760 4.4479
C 2.3461 -3.1079 4.5959
O 3.4707 -3.3054 3.9387
O 2.1914 -3.3517 5.7644
C 1.9026 -2.1196 1.3386
O 3.0655 -2.4789 1.3801
O 1.2824 -1.7117 0.2627
H -2.8645 -1.4735 2.9983
H -2.2690 -0.2383 4.1129
H -2.6326 -1.8613 4.7123
H -0.1452 -2.4938 5.4208
H 3.4123 -3.0308 2.9853
C 1.7609 3.2648 3.1234
N 0.5773 2.8666 2.3568
C -0.3770 3.7566 2.0044
C -1.4391 3.3950 1.2556
C -1.5439 2.0322 0.8553
O -2.5609 1.7259 0.1362
N -0.6142 1.1413 1.2345
C 0.5129 1.5413 1.9484
O 1.4197 0.7743 2.1977
H 1.5704 4.2368 3.5694
H 2.6320 3.3161 2.4727
H 1.9504 2.5297 3.8995
H -0.2347 4.7690 2.3570
H -2.2158 4.0883 0.9786
O -1.0500 -0.0476 -1.2776
C -0.3828 -0.2094 -2.4996
C 1.0450 0.3267 -2.4857
C 1.8326 0.7464 -1.4499
C 3.0938 1.2124 -1.8795
C 3.2393 1.1800 -3.2413
S 1.8667 0.5546 -4.0087
C -0.9828 0.8041 -3.4542
C -1.0681 2.1946 -3.1846
C -1.5774 2.9093 -4.2526
C -1.8738 2.0820 -5.3240
S -1.5273 0.4335 -5.0249
C -0.4523 -1.6259 -3.0145
C 0.5672 -2.4724 -3.3430
C 0.1035 -3.7401 -3.7839
C -1.2540 -3.8237 -3.7813
S -1.9847 -2.3811 -3.2345
H 1.5618 0.6778 -0.4097
H 3.8760 1.5280 -1.2044
H 4.0984 1.4777 -3.8216
H -0.7589 2.6070 -2.2346
H -1.7473 3.9751 -4.2614
H -2.3054 2.3766 -6.2696
H 1.6121 -2.2169 -3.2457
H 0.7520 -4.5521 -4.0771
H -1.8691 -4.6667 -4.0532
Cl -2.1370 -2.5331 0.2482
Ge -3.2648 0.1910 -0.7447
Cl -4.9236 -0.0752 0.6619
Cl -4.0501 1.2606 -2.4824
*
```

Atomic partial charges in e from the Löwdin method, atoms 1 to 8: number 1, Ir, carries 1.2271; number 2, C, carries 0.0209; number 3, C, carries -0.3048; number 4, N, carries -0.0677; number 5, C, carries -0.1295; number 6, C, carries -0.0491; number 7, N, carries 0.2085; number 8, C, carries -0.4723